A structure of composition C14H10ClN2O2V. Source: the Open Molecules 2025 dataset; level of theory: ωB97M-V with the def2-TZVPD basis set.

As for the total charge: 0. The multiplicity is 3. The gap between HOMO and LUMO (spin up / spin down) comes out at 8.0 / 8.0 eV. As for the expectation value of S²: 2.01. The HOMO energy (spin up / spin down) is -8.61 / -8.66 eV. As for the largest force on an atom: 0.5 eV/Å.

CARTESIAN COORDINATES (ANGSTROEM)
V -0.21 -1.11 1.71
O -1.72 -0.32 2.45
C -2.85 0.02 1.83
C -4.02 0.10 2.59
C -5.21 0.47 2.00
C -5.28 0.79 0.64
C -4.13 0.72 -0.11
C -2.90 0.33 0.45
C -1.73 0.33 -0.39
N -0.61 -0.17 -0.03
N 0.49 0.02 -0.86
C 1.56 -0.26 -0.18
O 1.54 -0.62 1.08
C 2.89 -0.14 -0.83
C 4.04 -0.41 -0.09
C 5.28 -0.32 -0.70
C 5.38 0.06 -2.03
C 4.24 0.33 -2.76
C 2.99 0.23 -2.16
H -3.96 -0.14 3.64
H -6.10 0.53 2.61
H -6.21 1.08 0.20
H -4.16 0.98 -1.17
H -1.79 0.81 -1.37
H 3.95 -0.71 0.94
H 6.18 -0.53 -0.12
H 6.36 0.13 -2.50
H 4.31 0.62 -3.80
H 2.09 0.44 -2.73
Cl -0.42 -3.27 1.68

=====

The molecule C14H10N6O6S in a non-equilibrium geometry. Source: the Open Molecules 2025 dataset; level of theory: ωB97M-V with the def2-TZVPD basis set.

As for the total charge: 0. The gap between HOMO and LUMO comes out at 7.4 eV. The HOMO energy is -9.50 eV. As for the largest force on an atom: 4.7 eV/Å.

CARTESIAN COORDINATES (ANGSTROEM)
C -3.25 -1.71 -0.96
C -2.33 -2.52 -0.07
O -1.17 -1.75 0.40
C -0.05 -1.78 -0.40
O 0.06 -2.36 -1.51
C 1.13 -1.12 0.23
C 1.52 -1.52 1.53
C 2.61 -0.90 2.19
N 3.09 -1.30 3.45
O 2.52 -2.27 4.02
O 4.07 -0.71 3.93
C 3.25 0.16 1.50
C 2.82 0.62 0.21
N 3.47 1.76 -0.31
O 4.67 1.66 -0.60
O 2.77 2.77 -0.44
C 1.77 -0.05 -0.43
S 1.38 0.51 -2.07
C -0.30 1.05 -1.98
N -1.14 0.81 -3.04
C -2.40 1.24 -2.98
N -2.94 1.88 -1.96
C -2.15 2.15 -0.94
N -2.52 2.76 0.23
C -1.45 2.79 0.99
N -0.37 2.19 0.33
C -0.82 1.74 -0.89
H -4.27 -2.13 -0.97
H -3.30 -0.71 -0.60
H -2.85 -1.67 -1.99
H -2.91 -2.75 0.84
H -2.08 -3.48 -0.55
H 0.98 -2.40 1.93
H 4.04 0.65 2.05
H -3.03 1.06 -3.83
H -1.42 3.12 2.02
H 0.61 2.17 0.69

=====

A structure of composition C14H11AsNO3PdS5 in a non-equilibrium geometry. Source: the Open Molecules 2025 dataset; level of theory: ωB97M-V with the def2-TZVPD basis set.

As for the total charge: -1. The multiplicity is 5. The gap between HOMO and LUMO (spin up / spin down) comes out at 6.0 / 3.8 eV. As for the expectation value of S²: 6.03. The energy relative to the best compared isomer or geometry (same formula, charge and spin) comes out at 148.8 kJ/mol. The HOMO energy (spin up / spin down) is -5.31 / -5.57 eV. As for the largest force on an atom: 4.0 eV/Å.

CARTESIAN COORDINATES (ANGSTROEM)
Pd 7.51 9.65 9.99
S 5.20 9.88 10.09
As 5.70 9.62 7.83
S 7.04 7.81 8.17
S 7.29 11.17 7.69
S 4.45 9.49 6.23
N 9.55 9.59 9.88
C 10.22 8.30 9.92
C 11.30 8.15 9.06
C 12.15 7.06 9.24
C 11.94 6.24 10.34
C 10.81 6.33 11.13
C 9.92 7.36 10.88
S 13.25 5.03 10.50
O 14.17 5.65 11.44
O 13.85 4.56 9.25
O 12.28 4.13 11.17
H 9.82 10.08 9.02
H 9.96 10.15 10.66
H 11.47 8.89 8.28
H 13.02 6.83 8.64
H 10.64 5.65 11.94
H 9.03 7.39 11.48
C 7.59 9.82 11.94
C 7.70 9.70 13.18
C 7.76 9.65 14.57
C 7.51 10.80 15.34
C 7.50 10.73 16.74
C 7.68 9.54 17.37
C 7.92 8.38 16.66
C 7.98 8.43 15.28
H 7.25 11.72 14.85
H 7.38 11.62 17.33
H 7.65 9.47 18.47
H 8.16 7.49 17.19
H 8.20 7.53 14.72